{"formula": "C20H31N2O17PS", "method": "ωB97M-V/def2-TZVPD", "homo_energy_ev": -9.311, "smiles": "[H]/N=C\\C[C@@H]1C[C@H](CC=O)[C@H](P(N)O)OS1(=O)=O.O=C1OCCO1.O=C1OCCO1.O=C1OCCO1.O=C1OCCO1", "total_charge": 0, "fmax_ev_per_a": 2.07, "spin_multiplicity": 1, "orbital_gap_ev": 9.43, "elements": ["H", "N", "C", "C", "C", "C", "C", "C", "C", "O", "C", "P", "N", "O", "O", "S", "O", "O", "H", "H", "H", "H", "H", "H", "H", "H", "H", "H", "H", "H", "H", "H", "O", "C", "O", "C", "C", "O", "H", "H", "H", "H", "O", "C", "O", "C", "C", "O", "H", "H", "H", "H", "O", "C", "O", "C", "C", "O", "H", "H", "H", "H", "O", "C", "O", "C", "C", "O", "H", "H", "H", "H"], "positions_angstrom": [[2.76245, -2.24680, -2.25031], [2.60104, -2.03585, -1.26419], [1.45091, -1.50446, -1.18786], [0.52572, -1.24690, -2.35322], [0.16355, 0.23138, -2.36620], [-1.00710, 0.60655, -1.44565], [-1.01180, 2.13330, -1.25626], [-2.33999, 2.52301, -0.55375], [-2.03283, 2.82921, 0.89328], [-1.83165, 1.92260, 1.69085], [-0.70357, 2.81574, -2.58481], [-1.19954, 4.60612, -2.66410], [-0.53199, 5.11444, -4.16333], [-0.26973, 5.23261, -1.43659], [-1.21725, 2.07764, -3.70866], [-0.29554, 0.79173, -4.00912], [0.85119, 1.21048, -4.75241], [-1.11986, -0.20290, -4.61158], [1.07393, -1.18452, -0.21708], [-0.35887, -1.85863, -2.17797], [0.96567, -1.60075, -3.28118], [1.01156, 0.81670, -2.01427], [-0.94548, 0.10130, -0.49033], [-1.91649, 0.36169, -1.98996], [-0.17230, 2.35449, -0.59728], [-2.89379, 3.31693, -1.04300], [-2.98597, 1.65056, -0.52340], [-2.00464, 3.88048, 1.22667], [0.38998, 2.79365, -2.70320], [-0.16914, 6.05213, -4.03058], [0.20791, 4.48638, -4.47083], [0.66830, 5.07120, -1.61608], [1.77031, -5.25652, -3.18204], [2.35242, -5.59001, -2.19909], [3.36383, -4.88949, -1.64533], [3.65828, -5.46407, -0.36923], [3.14524, -6.87905, -0.53253], [2.09607, -6.71275, -1.49511], [4.72381, -5.41496, -0.16337], [3.12058, -4.90535, 0.39832], [3.89761, -7.55280, -0.94530], [2.75564, -7.30224, 0.38930], [-7.08530, 4.87226, 3.24532], [-6.27241, 4.11369, 3.65936], [-6.20574, 3.67129, 4.93491], [-5.24117, 2.60488, 4.99309], [-4.36981, 2.90076, 3.79563], [-5.27449, 3.57500, 2.91140], [-4.70554, 2.62406, 5.92247], [-5.76560, 1.65192, 4.90379], [-3.54468, 3.57515, 4.03703], [-3.96801, 2.00740, 3.32720], [7.27613, -6.07327, -4.14905], [6.35564, -5.57745, -4.70870], [6.36775, -4.34144, -5.26642], [5.16974, -4.18649, -6.03561], [4.23775, -5.18226, -5.38129], [5.14807, -6.16738, -4.87586], [4.80820, -3.16305, -5.98120], [5.38433, -4.43270, -7.07728], [3.68440, -4.75555, -4.54617], [3.53460, -5.62947, -6.07858], [-3.24697, 1.27225, 6.64069], [-2.60541, 1.89317, 7.42507], [-3.05562, 2.98846, 8.07911], [-2.10280, 3.32397, 9.09392], [-0.83222, 2.70002, 8.55724], [-1.33434, 1.60647, 7.78071], [-2.03404, 4.40145, 9.21474], [-2.42319, 2.87880, 10.03697], [-0.28014, 3.37341, 7.89964], [-0.16755, 2.34237, 9.33866]], "forces_ev_per_a": [[0.3439, -0.2489, 0.0357], [-0.6024, 0.3557, 0.0664], [0.3944, -0.1419, -0.3795], [-0.0347, -0.3176, 0.3782], [-0.3816, 0.3810, 0.6297], [0.3318, 0.5790, -1.0437], [-0.5210, -0.3710, 0.3711], [0.1880, -0.0548, 0.3906], [-0.2193, -1.1047, 0.7609], [-0.0823, 1.1295, -0.7853], [1.2310, 0.2756, -0.2249], [-1.8906, 0.8293, 0.0622], [0.5544, -0.9316, 0.9991], [0.4172, -0.6484, -0.6675], [-0.1764, -0.3745, 0.2413], [0.2064, -0.6528, -1.0083], [0.3268, 0.4165, 0.4086], [-0.4759, 0.1165, 0.2893], [0.0795, -0.0489, 0.1847], [-0.2967, 0.0934, -0.1992], [0.1678, 0.0918, -0.1234], [0.3405, 0.0357, -0.4165], [-0.1488, -0.1308, 0.1379], [-0.2881, -0.4178, 0.3450], [0.0495, 0.2563, 0.0966], [0.1393, 0.2493, -0.0301], [-0.1369, -0.1186, -0.0858], [0.0951, 0.0115, -0.0700], [0.0796, 0.2146, 0.0656], [-0.0549, 0.1226, -0.3900], [0.1428, 0.2833, -0.2756], [0.1665, 0.1192, 0.3029], [-0.1042, 0.0811, -0.1119], [0.0312, -0.0421, 0.0548], [0.0193, -0.1331, -0.0700], [0.1276, 0.0203, 0.2374], [0.1165, -0.1183, 0.1416], [0.0462, 0.0666, 0.0295], [0.0284, 0.0787, -0.1823], [-0.0416, 0.0138, -0.0454], [-0.0014, 0.0401, -0.0519], [-0.1851, 0.0041, -0.0813], [-0.0961, 0.0972, -0.0709], [0.0424, -0.0373, 0.0633], [0.0750, -0.0667, -0.1786], [-0.2667, 0.0734, -0.1470], [0.1768, -0.1530, 0.0339], [0.0123, -0.0204, 0.0838], [-0.0850, 0.1773, 0.2424], [-0.0050, 0.0171, -0.0354], [-0.0299, 0.0144, 0.0066], [-0.0583, 0.0492, -0.1398], [0.1253, -0.0590, 0.0967], [-0.0781, 0.0379, -0.0215], [-0.0745, -0.0589, -0.0238], [-0.0604, 0.0531, -0.1155], [-0.2193, 0.1103, -0.0525], [0.0351, 0.0957, -0.0444], [0.1413, 0.0406, 0.1216], [0.0295, -0.0391, 0.0204], [0.0049, 0.0198, -0.0113], [0.0719, -0.1837, 0.0493], [0.1737, -0.1844, 0.0456], [0.0703, -0.0713, 0.0225], [0.0744, -0.0061, 0.0222], [0.0522, 0.1166, 0.1652], [0.1517, 0.0900, 0.0870], [-0.0389, 0.0826, 0.0470], [-0.1313, 0.0221, -0.1445], [0.0008, -0.0455, -0.0238], [-0.0421, 0.0033, -0.0253], [-0.0336, -0.1846, -0.0597]]}